{
  "formula": "C26H28AsLuN6O7S4",
  "method": "ωB97M-V with the def2-TZVPD basis set",
  "relative_energy_kcal_mol": 12.33,
  "total_charge": -2,
  "homo_ev": -0.888,
  "e_lumo_ev": 3.549,
  "multiplicity": 1,
  "elements": ["Lu", "C", "O", "C", "C", "C", "C", "C", "C", "N", "N", "C", "O", "C", "C", "C", "C", "C", "C", "C", "O", "H", "H", "H", "H", "H", "H", "H", "H", "H", "H", "H", "H", "O", "C", "O", "C", "C", "N", "N", "C", "C", "O", "O", "H", "H", "H", "S", "As", "S", "S", "S", "C", "C", "N", "C", "C", "N", "C", "C", "H", "H", "H", "H", "H", "H", "H", "H", "H", "H", "H", "H", "H"],
  "coordinates": [[-0.7661, -1.6511, -0.5664], [0.3759, -3.8052, -3.8848], [1.5086, -4.5751, -3.5280], [2.1695, -4.3274, -2.3456], [3.4653, -4.8035, -2.2987], [4.2553, -4.6688, -1.1585], [3.7446, -4.0138, -0.0690], [2.4327, -3.5154, -0.0652], [1.9899, -2.7970, 1.0884], [0.8261, -2.2462, 1.1820], [0.6173, -1.4423, 2.2941], [-0.5898, -0.9051, 2.2735], [-1.4561, -1.0785, 1.3549], [-0.9185, 0.0039, 3.3947], [-2.2603, 0.2860, 3.6672], [-2.5967, 1.2109, 4.6346], [-1.6063, 1.8723, 5.3484], [-0.2711, 1.5831, 5.0984], [0.0707, 0.6540, 4.1351], [1.5751, -3.6988, -1.2011], [0.3352, -3.3525, -1.1861], [0.1761, -4.0677, -4.9253], [0.5704, -2.7333, -3.8159], [-0.4963, -4.0524, -3.2737], [3.8516, -5.2944, -3.1826], [5.2623, -5.0672, -1.1511], [4.3501, -3.8718, 0.8174], [2.7130, -2.6562, 1.9043], [-3.0290, -0.2307, 3.1110], [-3.6398, 1.4184, 4.8249], [-1.8750, 2.6056, 6.0981], [0.5043, 2.0907, 5.6587], [1.1055, 0.4097, 3.9444], [4.1260, 0.6282, -3.3715], [4.3280, 0.8523, -2.0903], [5.3783, 1.3103, -1.6739], [3.2166, 0.5394, -1.1650], [3.2577, 0.6626, 0.2159], [2.0512, 0.3231, 0.6902], [1.2213, -0.0465, -0.2872], [1.8968, 0.0728, -1.4289], [1.1733, -0.3149, -2.6782], [1.7477, -0.1661, -3.7798], [0.0129, -0.7619, -2.4982], [3.1697, 0.2768, -3.5886], [4.0624, 0.9778, 0.8480], [1.7487, 0.1152, 1.6437], [-5.0427, 1.9719, -2.1138], [-5.2059, -0.0446, -1.2892], [-2.9995, -2.8685, -1.0431], [-3.0317, -0.9389, -1.7553], [-5.4495, 0.3602, 0.8071], [-3.2095, 2.8266, 0.4927], [-2.4046, 1.5242, 0.5294], [-1.1008, 1.6909, -0.0900], [-0.3788, 2.7302, 0.6067], [-1.1259, 4.0899, 0.4811], [-2.3946, 3.8290, -0.2339], [-2.1236, 3.3310, -1.6044], [-1.2590, 2.0626, -1.4867], [-3.4365, 3.1960, 1.4925], [-4.1478, 2.6786, -0.0715], [-2.9361, 0.7451, -0.0167], [-2.2794, 1.1802, 1.5524], [0.6245, 2.8157, 0.1793], [-0.2893, 2.4397, 1.6565], [-0.5375, 4.8079, -0.0968], [-1.3507, 4.5187, 1.4612], [-2.9504, 4.6808, -0.3123], [-1.6344, 4.1234, -2.1749], [-3.1076, 3.0649, -2.0480], [-0.2670, 2.2011, -1.9243], [-1.7465, 1.2344, -2.0124]],
  "lowdin_charge": [1.31, -0.07, -0.09, -0.19, -0.03, -0.13, -0.09, -0.15, -0.10, -0.09, 0.02, -0.48, -0.21, -0.15, -0.03, -0.08, -0.11, -0.11, -0.05, -0.28, -0.25, 0.09, 0.07, 0.08, 0.11, 0.09, 0.09, 0.12, 0.11, 0.10, 0.09, 0.09, 0.09, 0.10, -0.53, 0.05, -0.05, 0.00, 0.03, 0.04, -0.12, -0.56, 0.04, -0.15, 0.06, 0.13, 0.12, -0.23, 0.00, -0.13, -0.21, -0.30, -0.16, -0.24, -0.15, -0.15, -0.08, -0.10, -0.13, -0.16, 0.12, -0.02, -0.04, 0.08, 0.11, 0.12, 0.12, 0.12, 0.18, 0.12, -0.03, 0.12, 0.06]
}

{
  "formula": "C12H18FNP",
  "method": "ωB97M-V with the def2-TZVPD basis set",
  "relative_energy_kcal_mol": 69.57,
  "total_charge": 1,
  "smiles": "F[PH2]1[C@H](c2ccccc2)[C@H]2CC[N@@H+]1CC2",
  "homo_ev": -12.232,
  "e_lumo_ev": -4.537,
  "multiplicity": 1,
  "elements": ["C", "C", "C", "C", "C", "C", "C", "C", "C", "C", "C", "C", "N", "F", "P", "H", "H", "H", "H", "H", "H", "H", "H", "H", "H", "H", "H", "H", "H", "H", "H", "H", "H"],
  "coordinates": [[-4.3930, -0.8277, -0.3001], [-3.5242, -0.3426, -1.2680], [-4.0384, -0.8658, 1.1037], [-2.2018, -0.1119, -0.9041], [-2.6923, -0.5840, 1.4751], [-1.8111, -0.3030, 0.4571], [0.9944, 0.5112, -1.2998], [1.5764, 1.5378, 0.9754], [2.4660, 0.1705, -1.1315], [2.4821, 0.3322, 1.3066], [0.4205, 1.0844, 0.0139], [-0.3579, -0.0193, 0.7578], [2.5035, -0.6188, 0.1452], [1.5816, -2.9000, -0.7513], [0.7040, -1.6760, 0.0632], [-5.4754, -0.8286, -0.5717], [-3.9353, -0.3542, -2.2563], [-4.7599, -1.2935, 1.9144], [-1.4944, 0.2062, -1.6297], [-2.5185, -0.7384, 2.5544], [0.5958, 1.0954, -2.0997], [0.6357, -0.5420, -1.4235], [1.1794, 2.0409, 1.8032], [2.1956, 2.2841, 0.5894], [2.7935, -0.5003, -2.0598], [3.2208, 1.0480, -0.8416], [3.5215, 0.7147, 1.4773], [2.0648, -0.3696, 2.1685], [-0.2861, 1.9128, -0.1758], [-0.2616, 0.0626, 1.9126], [3.3805, -1.2851, 0.2783], [0.9707, -2.3523, 1.1258], [-0.3643, -2.3692, -0.2097]],
  "nbo_charge": [-0.19, -0.20, -0.18, -0.20, -0.21, -0.10, -0.36, -0.43, -0.25, -0.24, -0.27, -0.36, -0.61, -0.58, 1.26, 0.23, 0.23, 0.24, 0.20, 0.24, 0.28, 0.16, 0.25, 0.22, 0.27, 0.24, 0.24, 0.23, 0.26, 0.25, 0.47, -0.05, -0.04]
}

{
  "formula": "BBr2I",
  "method": "ωB97M-V with the def2-TZVPD basis set",
  "homo_ev": -9.880,
  "e_lumo_ev": -1.028,
  "multiplicity": 1,
  "elements": ["Br", "Br", "I", "B"],
  "coordinates": [[1.9558, 0.4656, -0.4724], [-1.1693, 1.0587, 1.3093], [-0.9131, -1.5011, -1.0333], [0.1266, -0.0231, 0.1964]],
  "nbo_charge": [-0.06, -0.07, 0.04, 0.09]
}

{
  "formula": "C4H9NOS",
  "method": "ωB97M-V with the def2-TZVPD basis set",
  "relative_energy_kcal_mol": 28.93,
  "smiles": "O=CNCCCS",
  "homo_ev": -9.300,
  "e_lumo_ev": 0.804,
  "multiplicity": 1,
  "elements": ["C", "N", "C", "O", "C", "C", "S", "H", "H", "H", "H", "H", "H", "H", "H", "H"],
  "coordinates": [[0.6114, 0.4289, 0.6813], [1.5830, -0.2420, -0.1872], [1.7871, -0.1489, -1.5444], [2.8888, -0.2018, -2.0311], [-0.7221, 0.7427, -0.0145], [-1.9351, 0.0846, 0.6730], [-1.7058, -1.7473, 0.9183], [1.1310, 1.3011, 1.1060], [0.4411, -0.2060, 1.5523], [2.3223, -0.7407, 0.2788], [0.8483, -0.1005, -2.1106], [-0.7535, 0.3210, -1.0177], [-0.8837, 1.8245, -0.0400], [-2.7759, 0.1350, -0.0143], [-2.1592, 0.4380, 1.6721], [-0.6778, -1.8887, 0.0780]],
  "nbo_charge": [-0.22, -0.64, 0.53, -0.58, -0.43, -0.48, -0.08, 0.19, 0.21, 0.40, 0.11, 0.21, 0.23, 0.22, 0.22, 0.12]
}

{
  "formula": "C36H26ClNO2PPdSTe",
  "method": "ωB97M-V with the def2-TZVPD basis set",
  "relative_energy_kcal_mol": 0.00,
  "total_charge": 1,
  "homo_ev": -11.404,
  "e_lumo_ev": -3.818,
  "multiplicity": 1,
  "elements": ["Pd", "Cl", "C", "C", "C", "C", "C", "C", "C", "O", "O", "H", "H", "H", "H", "N", "C", "C", "C", "C", "C", "C", "C", "H", "H", "H", "H", "Te", "C", "C", "C", "C", "S", "H", "H", "H", "C", "C", "C", "C", "C", "C", "P", "C", "C", "C", "C", "C", "C", "C", "C", "C", "C", "C", "C", "H", "H", "H", "H", "H", "H", "H", "H", "H", "H", "H", "H", "H", "H", "H"],
  "coordinates": [[-0.3534, -0.0047, 0.3911], [-5.8091, -5.3775, -3.9206], [-4.6129, -4.5444, -3.0003], [-3.6848, -5.2764, -2.2713], [-2.7280, -4.6064, -1.5328], [-2.7016, -3.2131, -1.5305], [-3.6402, -2.4897, -2.2664], [-4.5999, -3.1550, -3.0033], [-1.6988, -2.4658, -0.7556], [-1.6326, -1.2354, -0.8264], [-0.9089, -3.2004, 0.0061], [-3.7197, -6.3563, -2.2871], [-2.0003, -5.1625, -0.9591], [-3.6142, -1.4080, -2.2487], [-5.3364, -2.6118, -3.5780], [4.2133, 3.9528, 4.5780], [3.5129, 3.3084, 3.9347], [2.6273, 2.5159, 3.1250], [3.0380, 2.0784, 1.8691], [2.1686, 1.3414, 1.0778], [0.8852, 1.0431, 1.5280], [0.4889, 1.4698, 2.7934], [1.3528, 2.2009, 3.5915], [4.0313, 2.3212, 1.5151], [2.5003, 1.0181, 0.0979], [-0.5088, 1.2579, 3.1590], [1.0409, 2.5416, 4.5698], [0.5683, -2.3195, 1.0747], [2.0221, -2.4909, -0.3557], [2.3005, -1.6120, -1.3778], [3.3743, -2.0479, -2.1797], [3.8900, -3.2415, -1.7504], [3.0850, -3.8403, -0.3843], [1.7515, -0.6934, -1.5363], [3.7560, -1.5064, -3.0321], [4.7135, -3.7918, -2.1779], [-5.6620, 1.3098, -1.2093], [-4.9152, 2.0812, -2.0886], [-3.5655, 2.2990, -1.8515], [-2.9580, 1.7389, -0.7310], [-3.7111, 0.9585, 0.1450], [-5.0606, 0.7490, -0.0899], [-1.1999, 1.9959, -0.3780], [-1.0886, 3.4722, 0.6573], [0.1425, 4.1119, 0.8163], [0.2603, 5.1884, 1.6772], [-0.8458, 5.6302, 2.3936], [-2.0702, 4.9998, 2.2383], [-2.1955, 3.9228, 1.3707], [-0.4361, 2.3994, -1.9689], [-0.0966, 1.3393, -2.8110], [0.4334, 1.5869, -4.0665], [0.6334, 2.8955, -4.4875], [0.2925, 3.9528, -3.6572], [-0.2457, 3.7092, -2.4009], [-6.7149, 1.1446, -1.3960], [-5.3839, 2.5175, -2.9607], [-2.9875, 2.8988, -2.5434], [-3.2380, 0.5098, 1.0121], [-5.6415, 0.1465, 0.5958], [1.0121, 3.7655, 0.2720], [1.2174, 5.6794, 1.7956], [-0.7507, 6.4692, 3.0701], [-2.9344, 5.3468, 2.7888], [-3.1577, 3.4414, 1.2515], [-0.2713, 0.3178, -2.4891], [0.6875, 0.7613, -4.7183], [1.0519, 3.0904, -5.4660], [0.4419, 4.9723, -3.9868], [-0.5155, 4.5396, -1.7615]],
  "nbo_charge": [0.32, 0.05, 0.01, -0.24, -0.14, -0.16, -0.14, -0.24, 0.82, -0.67, -0.73, 0.24, 0.24, 0.24, 0.24, -0.28, 0.26, -0.18, -0.17, -0.25, -0.13, -0.29, -0.14, 0.24, 0.21, 0.22, 0.24, 1.14, -0.64, -0.22, -0.26, -0.38, 0.55, 0.24, 0.24, 0.26, -0.18, -0.22, -0.12, -0.40, -0.19, -0.21, 1.11, -0.41, -0.19, -0.20, -0.18, -0.22, -0.13, -0.40, -0.20, -0.20, -0.18, -0.22, -0.13, 0.23, 0.23, 0.22, 0.22, 0.23, 0.23, 0.23, 0.23, 0.23, 0.22, 0.22, 0.22, 0.23, 0.23, 0.22]
}

{
  "formula": "C3H5ClS",
  "method": "ωB97M-V with the def2-TZVPD basis set",
  "relative_energy_kcal_mol": 114.30,
  "homo_ev": [-8.492, -8.456],
  "e_lumo_ev": [-1.952, -1.990],
  "multiplicity": 1,
  "elements": ["C", "C", "C", "S", "Cl", "H", "H", "H", "H", "H"],
  "coordinates": [[-0.6735, 0.3545, -0.0369], [-0.1400, -0.7486, 0.7638], [0.0066, 1.4706, -0.4859], [-3.1627, 0.6979, -0.0555], [1.8112, 1.8013, 0.0126], [-0.9082, -0.9704, 1.5681], [0.0076, -1.6793, 0.3759], [0.7857, -0.4350, 1.1398], [-0.6183, 2.4839, -0.1732], [0.0287, 1.4678, -1.6323]],
  "nbo_charge": [0.38, -0.80, -0.60, -0.35, -0.13, 0.30, 0.29, 0.24, 0.35, 0.33]
}